# 1
Here is a cluster of 2 separate species, C4H14N2O2 in total in a non-equilibrium geometry from the OMol25 dataset. Energies are from ωB97M-V/def2-TZVPD.

Last column: Löwdin charge in e.
Element x y z (Å)
N1 -0.3060 1.5045 -1.4244  0.015
C1 -1.2049 0.3521 -2.0182  -0.214
C2 -1.6003 -0.8471 -1.1121  -0.208
C3 -0.7465 -0.9631 0.1742  -0.221
N2 0.6289 -1.4330 -0.2735  -0.053
C4 1.5251 -1.6113 0.8713  -0.306
O1 2.2460 -0.4813 1.4008  -0.097
H1 0.5924 1.1115 -1.5021  0.017
H2 -0.6347 1.7907 -0.5284  0.032
H3 -0.7714 0.0319 -2.9225  0.075
H4 -2.2043 0.8780 -2.2164  0.113
H5 -1.6249 -1.7514 -1.7193  0.096
H6 -2.6554 -0.7820 -0.6886  0.112
H7 -0.6100 0.0085 0.6993  0.090
H8 -1.0150 -1.7075 1.0389  0.139
H9 1.0518 -0.8676 -0.9893  0.082
H10 1.0666 -2.2447 1.5957  0.104
H11 2.5227 -1.9695 0.4960  0.125
H12 1.6405 -0.1652 2.1325  0.090
O2 0.5557 2.6741 2.2561  -0.069
H13 1.4366 2.9232 2.5184  0.023
H14 0.1073 3.5490 2.2118  0.055

Properties
HOMO level, hartree: -0.3330
SMILES: NCCCNCO.O
LUMO level, eV: 0.58
Energy relative to the best compared isomer or geometry (same formula, charge and spin), kcal per mole: 55.80
Orbital gap, eV: 9.645



# 2
Here is a cluster of 2 separate species, CH4P2S in total in a non-equilibrium geometry from the OMol25 dataset. Energies are from ωB97M-V/def2-TZVPD.

Last column: Löwdin charge in e.
Element x y z (Å)
C1 -0.9940 -0.9841 0.0851  -1.133
P1 1.1450 1.3856 0.0901  0.434
P2 0.7643 -0.7570 0.3899  0.466
S1 -2.1559 0.1721 -0.0056  0.535
H1 -1.3703 -2.0477 -0.0229  0.003
H2 -0.1479 2.0032 0.1159  -0.184
H3 1.7107 1.7720 1.2794  -0.190
H4 1.0481 -1.5442 -1.9320  0.071

Properties
HOMO level (spin up / spin down), hartree: -0.3157 / -0.3209
LUMO level (spin up / spin down), eV: -1.17 / -2.05
Energy relative to the best compared isomer or geometry (same formula, charge and spin), kcal per mole: 108.12
Orbital gap (spin up / spin down), eV: 7.417 / 6.684



# 3
Here is a structure of composition C34H57CoN3O2SSi in a non-equilibrium geometry from the OMol25 dataset. Energies are from ωB97M-V/def2-TZVPD.

Last column: Mulliken spin population.
Element x y z (Å)
O1 -0.2247 0.0509 1.6067  0.033
O2 -3.1547 2.5697 1.2370  -0.001
C1 -0.6682 -1.0915 2.3739  -0.008
C2 0.3093 -1.6646 3.3921  0.004
H1 -0.9419 -1.8757 1.6402  0.004
H2 -1.5978 -0.7349 2.8549  0.000
H3 1.2041 -2.0847 2.9121  -0.002
H4 -0.1752 -2.4760 3.9433  0.000
H5 0.6097 -0.9135 4.1362  0.000
C3 0.8527 0.8069 2.2051  -0.006
C4 0.3385 1.9335 3.0882  -0.001
H6 1.4749 1.1811 1.3722  -0.003
H7 1.5111 0.1438 2.7970  0.001
H8 -0.5345 2.4328 2.6455  0.000
H9 1.1563 2.6555 3.2199  0.000
H10 0.0415 1.5511 4.0773  0.000
C5 -3.2992 3.6621 0.3065  0.000
C6 -3.8318 2.8077 2.4771  0.000
C7 -2.0232 4.4687 0.1856  0.000
H11 -4.1174 4.3412 0.6164  0.000
H12 -3.5602 3.1841 -0.6481  0.000
H13 -1.7452 4.9220 1.1438  0.000
H14 -2.1675 5.2900 -0.5212  0.000
H15 -1.1931 3.8544 -0.1785  0.000
C8 -3.3542 4.0518 3.2051  0.000
H16 -3.6626 1.9034 3.0714  0.000
H17 -4.9092 2.9039 2.2660  0.000
H18 -2.2633 4.0719 3.3123  0.000
H19 -3.7949 4.0909 4.2047  0.000
H20 -3.6794 4.9602 2.6870  0.000
H21 -2.4530 0.3879 0.6373  -0.001
N1 3.3271 -1.7618 -0.2330  0.361
C9 4.0907 -1.9933 -1.3097  0.016
C10 3.7225 -1.6854 -2.6299  0.282
C11 2.5733 -1.0599 -3.1126  0.026
C12 5.4817 -2.5492 -1.1714  0.037
H22 5.6168 -3.2307 -0.3199  -0.001
H23 6.2181 -1.7307 -1.1151  -0.009
H24 5.7207 -3.1150 -2.0807  -0.008
C13 2.5628 -0.6924 -4.5753  0.026
H25 2.4646 0.3925 -4.7267  -0.004
H26 1.7728 -1.2242 -5.1330  -0.002
H27 3.5344 -1.0022 -4.9931  -0.006
N2 1.5124 -0.8154 -2.3321  0.415
C14 3.8607 -1.6753 1.0903  -0.047
C15 3.6434 -2.7194 2.0235  -0.020
C16 2.8951 -3.9757 1.6847  0.004
C17 4.2043 -2.6023 3.2993  -0.012
H28 4.0840 -3.4315 3.9959  0.000
C18 4.9295 -1.4721 3.6895  0.017
H29 5.3124 -1.3883 4.7135  0.000
C19 5.1183 -0.4338 2.7785  -0.009
H30 5.6829 0.4581 3.0715  0.001
C20 4.6157 -0.5325 1.4810  0.047
C21 4.8910 0.5708 0.5078  -0.014
C22 0.4953 0.1183 -2.6590  -0.014
C23 -0.6995 -0.3156 -3.2693  -0.047
C24 -0.9722 -1.7768 -3.3937  0.000
C25 -1.6097 0.6386 -3.7298  -0.011
H31 -2.5183 0.3125 -4.2527  0.001
C26 -1.3792 2.0015 -3.5020  0.017
H32 -2.1128 2.7541 -3.8280  0.000
C27 -0.2265 2.4154 -2.8314  -0.007
H33 -0.0365 3.4784 -2.6387  0.001
C28 0.7061 1.4845 -2.3811  -0.020
C29 1.9076 1.9518 -1.6350  0.032
Co1 1.3956 -1.9564 -0.8035  2.760
H34 2.0018 -4.0734 2.3202  0.000
H35 3.5283 -4.8551 1.8794  0.000
H36 2.5548 -4.0204 0.6456  -0.001
H37 4.0609 0.6839 -0.1969  0.009
H38 5.8124 0.3940 -0.0687  0.002
H39 5.0187 1.5276 1.0319  0.000
H40 -1.9103 -1.9345 -3.9352  0.000
H41 -1.0686 -2.2386 -2.3987  0.002
H42 -0.1688 -2.3044 -3.9231  -0.003
H43 2.8419 1.5555 -2.0456  0.003
H44 1.8315 1.6751 -0.5765  -0.009
H45 1.9532 3.0431 -1.6916  0.000
H46 4.4918 -1.8696 -3.3730  -0.007
C30 -2.8165 0.1019 -0.3772  0.001
Si1 -4.6974 -0.1498 -0.4474  0.000
H47 -2.4844 0.8980 -1.0623  0.002
H48 -2.2793 -0.8042 -0.6801  -0.005
C31 -5.4840 -0.7981 1.1431  0.000
C32 -5.2180 -1.3785 -1.7795  0.000
C33 -5.8221 1.3087 -0.8895  0.000
H49 -6.8484 0.9397 -0.7221  0.000
H50 -5.7408 1.5908 -1.9496  0.000
H51 -5.6760 2.1990 -0.2646  0.000
H52 -5.1623 -1.8281 1.3570  0.000
H53 -6.5798 -0.8069 0.9975  0.000
H54 -5.2631 -0.1690 2.0167  0.000
H55 -4.5565 -2.2526 -1.8320  0.000
H56 -5.2622 -0.8969 -2.7674  0.000
H57 -6.2320 -1.7247 -1.5234  0.000
S1 0.6945 -6.2182 -2.1713  0.155
C34 0.7388 -4.7672 -1.5619  0.032
N3 0.8098 -3.6483 -1.0994  -0.019

Properties
HOMO level (spin up / spin down), hartree: -0.4212 / -0.4220
Total charge: +1
⟨S²⟩: 6.074
Spin multiplicity: 5
LUMO level (spin up / spin down), eV: -3.46 / -5.98
Energy relative to the best compared isomer or geometry (same formula, charge and spin), kcal per mole: 11.51
Orbital gap (spin up / spin down), eV: 7.999 / 5.504



# 4
Here is a structure of composition C37H31N5OP2PtS in a non-equilibrium geometry from the OMol25 dataset. Energies are from ωB97M-V/def2-TZVPD.

Last column: Löwdin charge in e.
Element x y z (Å)
Pt1 1.0609 -0.3568 -0.9034  0.880
O1 -1.2276 -1.0839 0.8180  -0.398
S1 -0.9380 -1.1761 -0.7270  0.995
C1 -1.9536 -0.6047 -2.0616  -0.365
C2 -3.2042 -1.1249 -2.3655  -0.018
C3 -3.8482 -0.6463 -3.4990  0.018
C4 -3.2508 0.3243 -4.2904  0.039
C5 -2.0194 0.8890 -3.9449  -0.007
C6 -1.3606 0.4495 -2.8109  -0.324
P1 0.0681 1.3193 -2.0507  0.978
C7 1.1626 2.1760 -3.1621  -0.360
C8 2.4232 1.6982 -3.5215  -0.098
C9 3.2105 2.4460 -4.3771  -0.027
C10 2.7429 3.6555 -4.8843  0.005
C11 1.4847 4.1339 -4.5337  -0.015
C12 0.6978 3.4120 -3.6560  -0.064
C13 -0.6310 2.4734 -0.8609  -0.359
C14 -2.0037 2.5944 -0.6330  -0.061
C15 -2.4677 3.5473 0.2602  -0.022
C16 -1.5694 4.3715 0.9279  -0.001
C17 -0.1981 4.2403 0.7216  -0.024
C18 0.2742 3.2983 -0.1735  -0.084
C19 -0.9778 -2.9433 -0.8016  -0.331
C20 -1.3362 -3.7712 -1.8450  -0.005
C21 -1.3054 -5.1438 -1.6083  0.021
C22 -0.9465 -5.6491 -0.3681  0.030
C23 -0.6271 -4.7861 0.6867  0.009
C24 -0.6407 -3.4271 0.4465  -0.283
P2 -0.3040 -2.1244 1.6079  1.011
C25 1.3423 -1.4460 1.2955  -0.380
C26 1.5524 -0.0482 1.2919  -0.229
C27 2.8534 0.4273 1.0415  -0.045
C28 3.9191 -0.4786 0.9428  0.002
C29 3.7155 -1.8457 1.0615  -0.017
C30 2.4247 -2.3428 1.1982  -0.026
C31 -0.8625 -2.2696 3.2486  -0.301
C32 -0.1404 -1.6432 4.2644  -0.037
C33 -0.5665 -1.7712 5.5802  -0.009
C34 -1.7297 -2.4563 5.8527  0.011
C35 -2.4662 -3.0539 4.8405  -0.004
C36 -2.0485 -2.9408 3.5263  -0.045
H1 -3.6671 -1.8849 -1.7495  0.143
H2 -4.8182 -1.0409 -3.7706  0.145
H3 -3.7604 0.6699 -5.1806  0.147
H4 -1.5995 1.6829 -4.5496  0.133
H5 2.7954 0.7524 -3.1420  0.077
H6 4.1912 2.0879 -4.6576  0.129
H7 3.3719 4.2387 -5.5451  0.137
H8 1.1287 5.0740 -4.9314  0.134
H9 -0.2553 3.8149 -3.3352  0.121
H10 -2.7152 1.9737 -1.1629  0.109
H11 -3.5304 3.6567 0.4294  0.131
H12 -1.9395 5.1383 1.5970  0.136
H13 0.4919 4.8896 1.2425  0.131
H14 1.3382 3.2304 -0.3734  0.114
H15 -1.6294 -3.3850 -2.8125  0.134
H16 -1.5868 -5.8207 -2.4034  0.144
H17 -0.9413 -6.7181 -0.2034  0.144
H18 -0.3854 -5.1809 1.6662  0.142
H19 0.7482 0.6067 1.6143  0.127
H20 3.0428 1.4924 1.0259  0.128
H21 4.9219 -0.0949 0.8058  0.142
H22 4.5514 -2.5293 1.0167  0.139
H23 2.2605 -3.4142 1.2052  0.134
H24 0.7618 -1.0915 4.0284  0.117
H25 0.0001 -1.3305 6.3881  0.136
H26 -2.0857 -2.5130 6.8723  0.142
H27 -3.3745 -3.5876 5.0822  0.137
H28 -2.6374 -3.3609 2.7197  0.124
N1 3.3960 -4.4978 -3.7834  0.177
N2 2.7458 -3.3120 -3.6237  -0.257
N3 2.1627 -2.6991 -4.6264  0.176
C37 1.5816 -1.6777 -4.0293  -0.184
N4 1.8107 -1.6995 -2.7083  -0.112
N5 2.5653 -2.7579 -2.4632  0.080
H29 3.6976 -4.5913 -4.7498  0.136
H30 4.1515 -4.5852 -3.1116  0.126
H31 1.0138 -0.9307 -4.5550  0.119

Properties
HOMO level, hartree: -0.7066
Total charge: +4
LUMO level, eV: -13.32
Energy relative to the best compared isomer or geometry (same formula, charge and spin), kcal per mole: 21.41
Orbital gap, eV: 5.907